{"formula": "B6H24Zr", "method": "the ωB97M-V functional and the def2-TZVPD basis", "charge": -1, "multiplicity": 2, "energy_ha": -209.985918, "fmax_ev_per_a": 5.1, "relative_energy_kcal_mol": 0.00, "s2": 0.754, "symbols": ["Zr", "B", "H", "H", "H", "H", "B", "H", "H", "H", "H", "B", "H", "H", "H", "H", "B", "H", "H", "H", "H", "B", "H", "H", "H", "H", "B", "H", "H", "H", "H"], "coordinates": [[-0.125953, -0.183082, 0.034467], [-0.296383, 0.419278, -2.283463], [0.574697, 0.035558, -2.791623], [-0.818903, -0.386442, -1.791493], [-0.001143, 1.063578, -1.469863], [-0.968633, 0.954638, -2.935923], [-1.521483, 1.791768, 0.173367], [-1.875053, 0.796778, -0.048483], [-1.925053, 2.450048, -0.580323], [-2.008963, 2.001128, 1.112927], [-0.447713, 1.769998, 0.277297], [1.691257, -1.572932, -0.534643], [1.108227, -2.032812, -1.317483], [1.125777, -1.619852, 0.383107], [2.673567, -2.018582, -0.561253], [1.779817, -0.563182, -0.904513], [1.986987, 1.558658, 0.406057], [1.574277, 1.635048, -0.587963], [3.029007, 1.280288, 0.375227], [1.888357, 2.481598, 0.956227], [1.489087, 0.719098, 0.865907], [-0.337753, -0.104162, 2.336547], [0.440607, -0.802482, 2.070537], [-1.202763, -0.219142, 1.701907], [-0.608213, -0.286882, 3.364997], [0.013197, 0.892548, 2.118297], [-1.462753, -2.019582, -0.068823], [-0.943213, -2.256062, -0.984463], [-1.936413, -1.061082, -0.214363], [-2.179843, -2.782112, 0.193017], [-0.714633, -1.941632, 0.704787]], "atomic_forces_ev_per_a": [[0.0, -0.6, -0.9], [0.2, 0.0, -2.0], [3.0, -1.3, -1.7], [-2.3, -3.2, 1.2], [1.6, 3.4, 2.7], [-2.4, 1.9, -2.0], [-1.0, 1.3, 0.1], [-1.6, -3.8, -1.2], [-0.9, 2.4, -2.9], [-1.4, 0.9, 3.6], [4.0, 0.7, 0.5], [1.0, -0.9, -0.6], [-2.2, -1.8, -2.5], [-1.0, -0.8, 3.8], [3.4, -1.4, 0.5], [0.5, 4.2, -1.1], [1.1, 0.0, 0.7], [-3.2, 1.0, -3.8], [4.0, -1.3, 1.3], [-0.2, 4.4, 1.1], [-1.1, -3.7, 1.4], [0.1, -0.5, 1.6], [2.8, -2.8, -1.1], [-3.6, -0.6, -2.0], [-0.9, -0.3, 3.5], [1.6, 4.3, -0.5], [-0.9, -1.5, -0.2], [1.7, -0.9, -3.2], [-2.3, 3.5, -0.4], [-2.5, -2.4, 1.0], [2.5, -0.3, 3.2]]}

=====

{"formula": "C15H23N2O5PdSSeSi", "method": "the ωB97M-V functional and the def2-TZVPD basis", "charge": -1, "energy_ha": -4288.236999, "fmax_ev_per_a": 1.1, "relative_energy_kcal_mol": 32.84, "symbols": ["Pd", "O", "C", "O", "C", "C", "C", "C", "C", "O", "C", "C", "O", "O", "H", "H", "H", "H", "H", "H", "H", "H", "C", "Si", "C", "C", "Se", "H", "H", "H", "H", "H", "H", "H", "H", "H", "C", "N", "C", "C", "N", "C", "S", "H", "H", "H", "H", "H", "H"], "coordinates": [[-0.081843, -0.747857, 0.101113], [-3.683201, 1.021074, 1.237161], [-2.492520, 0.737175, 1.309215], [-1.582455, 0.938490, 0.425962], [-1.995282, 0.189626, 2.669467], [-0.534111, 0.557156, 2.935720], [-0.182733, 0.362446, 4.416779], [-0.076615, -1.186222, 4.517055], [-0.450781, -1.605046, 3.093232], [0.194348, -0.548607, 2.328464], [-1.951010, -1.370246, 2.847730], [-2.457607, -2.238723, 1.689503], [-3.449031, -2.935117, 1.906520], [-1.742997, -2.229028, 0.633137], [-2.650533, 0.624596, 3.421492], [-0.215209, 1.485025, 2.473076], [-0.953736, 0.779744, 5.064325], [0.764749, 0.844941, 4.666196], [-0.749995, -1.618325, 5.255860], [0.941704, -1.498728, 4.754423], [-0.076628, -2.561861, 2.748903], [-2.524649, -1.661782, 3.724210], [-0.582644, -1.931413, -5.174929], [0.205540, -0.736750, -3.971916], [-0.294595, 0.954000, -4.608417], [2.061467, -0.913488, -4.168686], [-0.694679, -1.504428, -2.044489], [-0.263638, -1.708933, -6.198462], [-1.673414, -1.861833, -5.131972], [-0.296510, -2.959808, -4.939577], [-0.076638, 0.991722, -5.682247], [0.210276, 1.799595, -4.140012], [-1.373621, 1.081631, -4.475839], [2.311228, -0.884971, -5.237382], [2.378967, -1.877941, -3.761762], [2.634986, -0.142548, -3.664941], [1.018142, 2.002598, -1.636760], [1.657816, 1.851475, -0.354811], [1.704448, 2.827061, 0.628834], [2.092665, 2.241776, 1.770636], [2.287038, 0.903073, 1.478493], [1.949275, 0.636688, 0.189180], [2.110931, -0.890092, -0.565061], [0.900471, 3.065912, -1.840046], [0.042241, 1.522241, -1.606233], [1.625839, 1.543758, -2.404886], [1.435629, 3.847791, 0.419618], [2.243918, 2.651144, 2.753801], [2.334975, 0.153028, 2.148333]], "atomic_forces_ev_per_a": [[-0.6, -0.9, 0.0], [0.0, 0.0, -0.1], [0.3, 0.2, -0.1], [-0.3, 0.0, 0.1], [0.2, -0.2, 0.0], [-0.2, -0.1, 0.1], [0.0, -0.1, 0.0], [0.0, 0.1, 0.0], [-0.2, 0.2, 0.1], [0.1, 0.0, 0.0], [0.2, 0.2, 0.1], [0.0, -0.1, -0.1], [0.0, 0.0, -0.1], [0.0, 0.2, 0.0], [0.0, 0.0, 0.1], [0.0, 0.0, 0.0], [0.0, 0.0, 0.0], [0.0, 0.0, 0.0], [0.0, 0.0, 0.0], [0.0, 0.0, 0.0], [0.0, -0.1, 0.0], [0.0, 0.0, 0.1], [-0.1, -0.2, -0.1], [0.2, -0.1, 0.1], [-0.2, 0.2, 0.0], [0.1, -0.2, -0.2], [-0.3, 0.0, -0.2], [0.0, 0.0, 0.0], [0.1, 0.0, 0.0], [-0.1, 0.0, 0.0], [0.0, 0.0, 0.1], [0.0, 0.0, 0.0], [0.1, 0.0, 0.0], [0.0, 0.0, 0.1], [0.0, 0.1, -0.1], [0.1, 0.1, 0.1], [0.0, 0.2, 0.0], [0.0, 0.0, 0.2], [-0.1, 0.1, -0.2], [0.1, -0.1, 0.2], [0.2, 0.0, 0.1], [0.5, 0.4, 0.0], [0.1, 0.3, 0.1], [0.0, 0.0, 0.0], [-0.2, -0.1, 0.0], [0.1, -0.1, -0.1], [0.0, 0.0, 0.0], [0.0, 0.0, 0.0], [0.0, 0.0, 0.0]]}

=====

{"formula": "C23H44BBeBrCl7F5LiN3NaO13PS2", "method": "the ωB97M-V functional and the def2-TZVPD basis", "energy_ha": -9686.893882, "fmax_ev_per_a": 6.2, "symbols": ["C", "C", "O", "O", "C", "C", "C", "C", "C", "S", "O", "O", "O", "C", "C", "Br", "C", "C", "O", "Cl", "H", "H", "H", "H", "H", "H", "H", "H", "H", "H", "H", "H", "H", "H", "H", "H", "Be", "O", "C", "O", "C", "C", "C", "H", "H", "H", "H", "H", "H", "H", "H", "O", "S", "O", "O", "O", "Li", "C", "Cl", "Cl", "H", "H", "C", "Cl", "Cl", "Cl", "Cl", "F", "B", "F", "F", "F", "F", "O", "P", "N", "C", "C", "N", "C", "C", "N", "C", "C", "H", "H", "H", "H", "H", "H", "H", "H", "H", "H", "H", "H", "H", "H", "H", "H", "H", "H", "Na"], "coordinates": [[2.599971, 1.711677, -3.375723], [2.266885, 2.889277, -2.474966], [2.915709, 3.897408, -2.559886], [1.211020, 2.743656, -1.645445], [1.463130, 3.152294, -0.270709], [0.813430, 2.159481, 0.710557], [1.768160, 1.399735, 1.657522], [3.124166, 1.046577, 1.042544], [2.931868, 0.186113, -0.223248], [2.370270, -1.479825, 0.161653], [0.945575, -1.437422, 0.226342], [2.819737, -2.304689, -0.930252], [3.106228, -2.011246, 1.500183], [3.317362, -1.032999, 2.502061], [3.992707, 0.228253, 2.016147], [5.737851, -0.384565, 1.119204], [4.476193, 1.067544, 3.218678], [5.730142, 1.804432, 2.898803], [5.900005, 2.620931, 2.092324], [7.294969, 1.344095, 3.902054], [1.690570, 1.167644, -3.629334], [3.294271, 1.053938, -2.855246], [3.049020, 2.081785, -4.291996], [0.943275, 4.101952, -0.145372], [2.515374, 3.367887, -0.093013], [0.251161, 1.418231, 0.137713], [0.074362, 2.693407, 1.303691], [1.253817, 0.476980, 1.939543], [1.864242, 1.960033, 2.589897], [3.718866, 1.942155, 0.845392], [2.130965, 0.609740, -0.829337], [3.817456, 0.182060, -0.857530], [2.407391, -0.771687, 3.051585], [3.981044, -1.494375, 3.238047], [3.713405, 1.737418, 3.639480], [4.733699, 0.327576, 3.983695], [7.776619, 0.459542, 2.113622], [2.558103, -0.975772, -6.341858], [1.686121, -1.601740, -5.747101], [1.089306, -1.060981, -4.722081], [-0.043967, -1.681652, -4.069364], [0.473805, -2.694483, -3.078530], [1.376186, -3.034658, -6.111995], [-0.741047, -2.109083, -4.789057], [-0.581996, -0.882220, -3.565199], [1.027835, -3.489346, -3.582521], [-0.345651, -3.147744, -2.525772], [1.162449, -2.232663, -2.369917], [2.073883, -3.688624, -5.592795], [1.502601, -3.150297, -7.189901], [0.360275, -3.343043, -5.884514], [2.415585, 5.321290, 5.642751], [3.179461, 4.442506, 4.734116], [2.272337, 3.400476, 4.158381], [4.234826, 3.728198, 5.543678], [3.802997, 5.202933, 3.655080], [2.512987, 3.378714, 6.685716], [4.637570, -3.861193, -3.004067], [5.953596, -2.727011, -3.353450], [4.137366, -4.715968, -4.483994], [4.976160, -4.594186, -2.282179], [3.790019, -3.307512, -2.608953], [-1.938296, -6.240760, -3.583673], [-0.200167, -6.652026, -3.555377], [-2.781810, -7.359724, -4.648337], [-2.584554, -6.338627, -1.958827], [-2.148453, -4.593540, -4.188067], [1.464796, -3.652062, 1.081861], [-5.987330, -5.007579, -2.871398], [-5.372314, -6.082079, -3.560118], [-7.145595, -4.614574, -3.561643], [-6.325772, -5.419831, -1.570148], [-5.081156, -3.920294, -2.801350], [-2.346702, 2.464166, 1.782679], [-3.633972, 1.699768, 1.969085], [-4.720672, 2.854158, 1.300644], [-6.079955, 3.116834, 1.712913], [-4.521102, 3.157251, -0.113013], [-3.624684, 1.697334, 3.715251], [-4.383519, 2.681259, 4.468587], [-2.284787, 1.601229, 4.288598], [-4.712710, 0.388072, 1.944222], [-5.025894, -0.178479, 0.629417], [-5.518239, -0.144908, 3.023689], [-6.796780, 2.346442, 1.389338], [-6.412530, 4.064331, 1.285280], [-6.173985, 3.244502, 2.787346], [-4.946989, 2.383197, -0.765225], [-3.458135, 3.243466, -0.341442], [-4.978171, 4.113007, -0.376392], [-4.167490, 3.712359, 4.158929], [-4.160835, 2.586270, 5.533221], [-5.456462, 2.494034, 4.397484], [-1.755757, 2.562016, 4.290840], [-1.675843, 0.885713, 3.735675], [-2.348764, 1.241206, 5.319597], [-5.965770, 0.222859, 0.233305], [-5.110199, -1.264383, 0.673087], [-4.234563, 0.043065, -0.087953], [-6.390109, 0.486771, 3.221935], [-4.950162, -0.272146, 3.940263], [-5.887062, -1.139362, 2.762605], [4.310769, -2.499887, -6.488038]], "atomic_forces_ev_per_a": [[-1.0, 0.2, 0.1], [0.4, 0.4, -1.1], [0.1, 0.1, 0.6], [1.0, -1.1, 0.3], [-1.3, 0.9, 0.5], [0.5, -0.2, -0.5], [-0.5, 0.0, 0.8], [1.0, -0.7, -0.5], [0.3, 0.8, 0.7], [-2.4, -2.6, -2.6], [0.2, 1.5, 1.2], [1.6, 0.4, 0.4], [0.6, 1.8, -0.6], [0.8, -0.5, 0.8], [-1.5, 1.7, 1.0], [1.6, -0.5, -0.4], [0.8, -1.9, 1.1], [-2.7, 2.2, -1.1], [0.6, 0.0, 0.2], [1.3, -0.9, -0.3], [0.1, -0.2, 0.1], [0.0, -0.1, -0.1], [0.1, 0.0, 0.1], [0.2, 0.1, 0.0], [0.1, -0.2, -0.2], [0.0, 0.1, -0.1], [0.0, -0.2, 0.2], [0.0, 0.0, -0.2], [0.3, 0.2, -0.1], [-0.3, 0.1, -0.4], [-0.2, -0.3, 0.1], [0.1, -0.5, 0.2], [-0.1, 0.1, -0.3], [-0.1, -0.3, -0.1], [-0.1, 0.6, -0.2], [-0.1, 0.3, 0.3], [-1.9, 0.0, 0.6], [0.5, -0.4, 0.1], [-0.1, -0.4, 0.2], [-0.1, 0.7, -0.5], [-0.2, -0.5, 0.7], [0.1, 0.0, 0.1], [-0.3, 0.2, -0.7], [0.2, 0.0, -0.2], [0.2, 0.2, -0.1], [-0.2, -0.1, 0.0], [0.0, 0.0, 0.0], [-0.3, 0.0, -0.1], [-0.2, -0.1, 0.1], [0.1, 0.0, 0.0], [0.1, -0.1, 0.2], [-0.2, -1.1, 0.8], [0.7, 1.6, -2.1], [0.1, -0.9, 0.7], [-0.5, -1.0, 0.7], [0.1, -0.4, 0.1], [0.3, 0.8, -0.6], [-0.2, 0.1, 0.2], [0.0, 0.1, -0.1], [0.1, 0.0, -0.1], [0.1, -0.1, -0.1], [0.0, 0.0, 0.0], [-0.4, -0.1, 0.2], [0.1, 0.1, -0.1], [0.1, 0.0, 0.0], [0.1, 0.0, -0.1], [0.0, 0.1, -0.2], [0.0, -0.6, 0.1], [-0.2, -0.1, 0.0], [0.1, 0.1, 0.0], [0.1, 0.0, 0.0], [0.1, 0.0, 0.0], [0.1, 0.0, 0.0], [0.7, -2.7, -2.2], [-2.8, 3.4, 4.3], [0.5, 0.5, -0.5], [-0.4, -0.6, 0.1], [0.4, 0.0, -0.1], [0.0, 0.1, 0.4], [-0.4, -0.1, -0.1], [0.2, 0.0, -0.2], [1.7, -0.7, -1.8], [-0.2, 0.2, -0.2], [0.2, -0.4, 0.6], [0.0, 0.0, 0.0], [0.1, 0.0, -0.2], [0.1, -0.2, 0.0], [-0.1, 0.1, -0.1], [0.0, -0.1, 0.1], [-0.1, 0.0, 0.1], [-0.1, 0.0, 0.1], [0.2, 0.0, 0.0], [0.0, 0.1, -0.1], [0.0, 0.0, 0.0], [0.0, 0.0, 0.0], [-0.2, 0.0, 0.0], [0.0, -0.1, 0.0], [0.0, 0.0, 0.1], [0.0, 0.1, 0.0], [0.0, 0.1, 0.0], [0.0, 0.2, 0.0], [0.0, 0.1, -0.3], [-0.2, 0.2, 0.1]]}